187
Properties=species:S:1:pos:R:3:forces:R:3:lowdin_charge:R:1 method="wB97M-V/def2-TZVPD" smiles=COC[C@H](C)N.COC[C@H](C)N.COC[C@H](C)N.COC[C@H](C)N.COC[C@H](C)N.COC[C@H](C)N.COC[C@H](C)N.COC[C@H](C)N.COC[C@H](C)N.COC[C@H](C)N.COC[C@H](C)N lumo_energy_ev=0.38 relative_energy_ev=3.940
C 0.8066 -2.6875 -6.2014 1.066 -0.142 0.082 -0.128
O 0.0048 -1.6388 -5.7234 -0.090 -0.025 0.033 -0.193
C -1.3603 -1.8212 -6.1134 0.964 0.487 -0.007 -0.194
C -2.2157 -0.6948 -5.5538 0.218 -0.197 0.550 -0.431
C -2.1994 -0.6436 -4.0130 -0.486 0.833 -0.832 -0.059
N -3.5697 -0.8458 -6.0928 -0.320 0.279 0.341 0.034
H 0.7384 -2.8987 -7.2736 -0.641 0.117 -0.072 0.089
H 0.6802 -3.6170 -5.6409 -0.328 -0.084 -0.039 0.070
H 1.8599 -2.4240 -6.0865 -0.058 0.304 0.318 0.085
H -1.3376 -1.7616 -7.2054 -0.619 -0.356 -0.038 0.124
H -1.6782 -2.7988 -5.7348 -0.366 -0.017 -0.251 0.120
H -1.8297 0.2647 -5.9050 0.163 -0.126 -0.254 0.138
H -2.7429 0.2711 -3.7504 -0.095 -0.046 0.178 0.068
H -1.1947 -0.5062 -3.6157 0.041 -0.577 0.121 0.067
H -2.7835 -1.4807 -3.6288 0.488 -0.211 0.345 0.066
H -4.0991 -1.4576 -5.4747 0.120 -0.269 -0.169 0.070
H -4.0482 0.0424 -5.9686 0.028 0.026 -0.250 0.069
C 2.6747 2.9120 -3.1031 -0.887 -2.227 -0.120 -0.035
O 1.5996 2.2971 -2.3378 0.298 2.170 -1.072 -0.229
C 0.3321 2.8865 -2.5675 -1.057 0.938 1.394 -0.194
C 0.0047 4.1344 -1.6940 0.936 0.978 -0.289 -0.428
C -1.4794 4.4053 -1.6029 0.237 -0.251 0.154 -0.068
N 0.6238 5.3690 -2.2505 0.125 -0.860 -0.696 0.043
H 3.4969 2.2324 -2.8864 0.316 0.625 0.151 0.058
H 2.8814 3.9562 -2.9108 0.109 0.038 0.207 0.074
H 2.4362 2.7143 -4.1502 0.069 0.561 -0.209 0.101
H 0.0458 3.1793 -3.5830 0.665 -0.358 -0.361 0.140
H -0.4046 2.1554 -2.2225 0.049 -0.224 -0.279 0.097
H 0.4701 4.0119 -0.7072 -0.408 -0.544 0.202 0.124
H -1.9637 3.5702 -1.0945 -0.321 0.166 -0.035 0.056
H -1.9112 4.5755 -2.5896 0.034 -0.197 -0.046 0.093
H -1.6045 5.3334 -1.0438 -0.264 -0.118 0.124 0.070
H 1.5783 5.1126 -2.4432 0.258 0.552 -0.080 0.026
H 0.6413 6.1445 -1.6011 -0.128 -0.133 0.197 0.072
C 0.8618 -6.9185 1.1567 -0.431 0.204 -0.037 -0.112
O 0.2758 -5.7329 1.6591 0.489 0.260 0.042 -0.182
C 1.1512 -5.0223 2.5100 0.981 0.395 -0.554 -0.223
C 0.4801 -3.7936 3.1107 -0.326 -1.368 0.482 -0.432
C 0.0297 -2.8162 2.0263 0.723 -0.135 0.806 -0.048
N 1.4257 -3.1501 4.0253 -0.140 0.593 -0.938 0.050
H 1.2292 -7.5309 1.9848 -0.172 -0.258 -0.054 0.088
H 1.6991 -6.7683 0.4657 0.061 0.395 0.088 0.076
H 0.0577 -7.3859 0.5900 0.141 -0.416 0.151 0.089
H 1.6588 -5.7087 3.2015 -0.620 0.038 0.608 0.126
H 2.0382 -4.6202 1.9898 -0.188 -0.050 -0.616 0.109
H -0.3430 -4.1559 3.7438 -0.478 0.074 -0.578 0.138
H 0.9409 -2.3526 1.6359 0.066 -0.264 -0.288 0.076
H -0.5033 -1.9811 2.4858 -0.419 -0.192 -0.140 0.049
H -0.5025 -3.3360 1.2344 -0.181 0.194 -0.008 0.082
H 0.9428 -2.2701 4.1974 0.553 0.083 0.770 0.055
H 1.5083 -3.7119 4.8622 -0.033 0.311 0.218 0.081
C 6.4142 -6.2071 -0.1322 0.030 -0.085 0.264 -0.114
O 6.6341 -4.8428 0.1241 0.774 0.545 -0.764 -0.196
C 6.5108 -4.4365 1.4688 -1.759 -1.430 0.439 -0.198
C 5.1476 -3.7398 1.6420 0.160 -0.078 0.191 -0.433
C 5.1574 -2.3420 1.0158 -1.013 -0.369 0.382 -0.058
N 4.6754 -3.7804 3.0481 0.236 1.632 -0.364 0.034
H 5.3709 -6.4809 0.0537 -0.033 -0.107 0.098 0.082
H 7.0784 -6.8295 0.4750 -0.099 -0.069 0.138 0.087
H 6.6443 -6.4295 -1.1726 -0.025 0.300 -0.077 0.086
H 6.4133 -5.3391 2.0856 0.349 0.063 0.184 0.113
H 7.3810 -3.8839 1.8247 -0.063 0.320 -0.292 0.128
H 4.3498 -4.3563 1.2137 0.558 -0.125 -0.879 0.122
H 5.8247 -1.7131 1.6070 0.176 0.181 -0.363 0.081
H 4.1445 -1.9298 1.0876 0.053 0.139 0.190 0.063
H 5.3563 -2.3530 -0.0549 0.580 -0.046 0.096 0.070
H 3.7505 -3.3527 2.9423 -0.295 -0.510 0.575 0.028
H 5.1325 -2.9994 3.5302 0.297 -0.383 0.274 0.069
C -3.5007 -0.5868 3.3909 -0.909 -0.793 0.383 -0.108
O -3.2150 0.7185 3.8261 0.537 -0.414 -0.367 -0.284
C -3.7085 1.1561 5.0946 -0.486 -0.691 -1.214 -0.151
C -3.5147 2.6669 5.0367 0.527 1.030 -0.003 -0.424
C -4.0751 3.4750 6.2029 0.469 0.261 -0.620 -0.055
N -4.0711 3.1517 3.7673 -0.090 -0.307 -0.813 0.054
H -4.5789 -0.7789 3.4138 -0.147 0.219 -0.216 0.091
H -3.0871 -1.4170 3.9758 0.465 0.403 0.428 0.089
H -3.1499 -0.7546 2.3760 0.063 0.442 -0.074 0.068
H -4.7694 0.8747 5.1126 -0.140 0.316 0.281 0.130
H -3.2028 0.5588 5.8603 0.145 0.591 0.398 0.128
H -2.4428 2.9051 4.9969 0.269 -0.507 0.325 0.121
H -5.1608 3.3918 6.2256 0.031 -0.262 0.559 0.079
H -3.8609 4.5305 6.0132 -0.063 -0.009 -0.217 0.073
H -3.5033 3.2742 7.1097 -0.607 -0.393 0.303 0.076
H -3.5839 3.9925 3.4109 -0.489 -0.285 1.308 0.030
H -3.7227 2.4789 3.0831 -0.532 -0.166 0.045 0.049
C 1.3064 -5.8822 -2.4931 0.347 0.456 0.048 -0.101
O 0.4199 -5.8207 -3.5904 -0.383 -0.846 0.636 -0.182
C -0.5817 -4.8269 -3.4353 -0.051 0.123 -0.816 -0.192
C -1.6750 -5.1233 -2.3876 1.383 0.350 1.698 -0.438
C -2.5073 -6.3667 -2.6039 0.395 0.086 -0.073 -0.047
N -2.5026 -3.9540 -2.0818 -0.519 0.760 -0.848 0.042
H 1.9458 -4.9904 -2.5090 0.109 0.002 0.086 0.079
H 1.9449 -6.7601 -2.5707 -0.107 -0.065 -0.258 0.092
H 0.8244 -5.9101 -1.5130 -0.224 -0.054 -0.130 0.058
H -0.0236 -3.8980 -3.2566 -0.549 0.331 0.395 0.122
H -0.9950 -4.7513 -4.4443 -0.335 0.115 0.114 0.115
H -1.1227 -5.2290 -1.4409 0.289 -0.854 -0.192 0.115
H -1.8773 -7.2559 -2.6488 0.107 0.088 -0.169 0.079
H -3.0759 -6.2905 -3.5309 -0.242 -0.061 0.125 0.083
H -3.1397 -6.5009 -1.7253 -0.331 0.018 -0.225 0.077
H -3.1369 -4.1477 -1.3158 -0.067 -0.316 -0.116 0.071
H -1.9279 -3.1959 -1.7272 0.154 -0.040 -0.247 0.044
C 2.5493 -1.6175 -1.7622 0.684 0.456 -0.349 -0.109
O 1.3191 -1.2203 -1.2509 -0.471 -0.754 0.726 -0.185
C 1.0507 0.1310 -0.9013 -0.096 -1.059 -1.695 -0.181
C -0.0369 0.1170 0.1506 -1.135 0.049 -1.403 -0.389
C -1.3922 -0.3063 -0.4189 0.484 0.035 -0.782 -0.037
N -0.2113 1.4891 0.6902 1.098 -1.151 1.121 0.080
H 3.4264 -1.3057 -1.1788 -0.259 0.025 0.458 0.065
H 2.7672 -1.2130 -2.7601 -0.373 -0.130 -0.212 0.086
H 2.5325 -2.7055 -1.7937 0.071 0.012 -0.122 0.077
H 1.9841 0.6630 -0.6859 -0.213 -0.044 0.575 0.131
H 0.6545 0.5741 -1.8284 0.128 -0.008 0.556 0.101
H 0.1670 -0.7242 0.8104 0.486 0.990 1.023 0.093
H -1.6590 0.3544 -1.2490 -0.217 0.107 0.116 0.051
H -2.1475 -0.2674 0.3635 -0.071 -0.024 -0.044 0.062
H -1.3322 -1.3043 -0.8575 -0.035 -0.054 0.195 0.067
H 0.6682 1.5563 1.2042 -0.183 0.910 0.197 0.069
H -0.1326 2.1759 -0.0555 -0.052 -0.284 -0.102 0.042
C 5.7070 0.8084 -3.4544 -0.547 0.003 0.591 -0.128
O 7.0352 0.8634 -3.9042 -0.534 0.006 -0.310 -0.183
C 7.3170 1.8734 -4.8674 0.179 0.548 0.502 -0.204
C 8.7336 2.3669 -4.5494 -0.561 -0.369 -1.770 -0.443
C 9.1536 3.5119 -5.4672 0.916 -0.180 0.362 -0.070
N 9.7135 1.2993 -4.6773 0.318 -0.212 1.368 0.035
H 4.9212 0.6536 -4.2010 0.361 0.022 -0.542 0.088
H 5.4163 1.7068 -2.8986 0.295 0.187 -0.062 0.069
H 5.5867 -0.0159 -2.7507 0.376 -0.114 -0.028 0.084
H 7.1972 1.5008 -5.8883 0.231 -0.225 -0.050 0.129
H 6.6616 2.7506 -4.7965 -0.355 -0.188 0.348 0.119
H 8.7000 2.6767 -3.5044 0.209 0.089 0.008 0.141
H 10.1328 3.8127 -5.0866 -0.112 0.411 -0.029 0.076
H 8.4863 4.3698 -5.5202 -0.105 -0.086 0.113 0.074
H 9.3861 3.1555 -6.4732 -0.405 -0.109 -0.078 0.076
H 9.4306 0.5887 -4.0110 0.283 -0.208 -0.146 0.068
H 9.8244 0.8488 -5.5742 -0.415 0.353 -0.278 0.074
C -2.0804 4.2221 1.6841 1.099 0.880 0.766 -0.083
O -2.5064 5.1363 2.7096 0.110 0.151 -0.337 -0.228
C -2.9496 6.3937 2.2331 -0.786 0.379 -0.436 -0.183
C -4.1555 6.3124 1.2867 -0.556 0.227 -0.799 -0.447
C -4.6777 7.6771 0.8468 0.277 0.313 0.408 -0.073
N -5.3550 5.5783 1.7489 1.323 -0.161 0.324 0.065
H -2.8671 3.9761 0.9771 -0.022 -0.131 -0.004 0.064
H -1.6485 3.3539 2.1803 -0.498 -0.198 0.038 0.076
H -1.2138 4.6826 1.2004 -0.198 0.039 -0.502 0.087
H -3.2420 7.0238 3.0768 0.165 -0.335 0.335 0.130
H -2.1579 6.9414 1.7070 0.239 -0.192 -0.022 0.126
H -3.8159 5.8228 0.3684 -0.068 -0.185 0.007 0.118
H -3.9529 8.3105 0.3317 0.059 -0.216 -0.138 0.076
H -5.0082 8.2608 1.7124 -0.089 -0.087 0.060 0.077
H -5.5473 7.4904 0.2213 0.058 0.181 -0.134 0.078
H -5.0104 4.6742 2.0656 -0.484 -0.150 0.146 0.027
H -5.6822 6.0404 2.5948 -0.132 -0.075 0.010 0.080
C -8.6034 1.5732 0.7904 0.119 -0.268 -0.317 -0.111
O -7.3076 1.7756 0.2649 0.262 -0.563 -0.037 -0.192
C -6.2385 1.5720 1.1761 -0.032 1.120 0.609 -0.196
C -5.0665 0.8999 0.5052 0.375 0.350 -2.238 -0.417
C -4.5253 1.6784 -0.7166 -0.541 1.768 -0.194 -0.058
N -5.4833 -0.4176 0.0609 1.071 -1.387 0.226 0.053
H -8.7690 0.6430 1.3496 0.631 -0.196 -0.021 0.084
H -9.2031 1.4637 -0.1117 -0.520 0.543 0.283 0.089
H -8.8903 2.3687 1.4815 -0.240 0.293 -0.352 0.089
H -5.9042 2.5443 1.5576 -0.067 0.027 0.050 0.106
H -6.6477 1.0328 2.0351 0.473 -0.380 0.025 0.121
H -4.1161 0.9676 1.0478 -0.661 -1.041 1.310 0.108
H -3.6367 1.3003 -1.2243 -0.424 -1.040 0.032 0.046
H -4.0912 2.6458 -0.4222 -0.542 0.213 0.337 0.054
H -5.3381 1.8955 -1.4133 0.220 -0.094 -0.233 0.083
H -6.4137 -0.5332 -0.3137 -0.266 0.809 0.329 0.072
H -4.8859 -0.7340 -0.6950 0.153 -0.084 0.188 0.063
C 1.2433 0.4792 7.9795 -0.423 0.690 -0.881 -0.090
O 1.5433 0.7377 6.5995 -0.444 0.151 0.768 -0.176
C 0.3534 0.6114 5.8445 0.991 -1.293 -0.956 -0.229
C 0.6647 0.9100 4.3772 -1.352 0.182 -1.038 -0.400
C 0.7657 2.3915 4.0715 1.842 0.891 0.775 -0.058
N -0.4484 0.3349 3.6119 -0.684 -0.631 0.405 0.058
H 0.5436 -0.3590 8.0191 0.210 -0.230 0.348 0.082
H 0.7262 1.3664 8.3580 -0.007 -0.081 0.341 0.087
H 2.1481 0.3105 8.5548 0.083 -0.123 -0.188 0.086
H 0.0627 -0.4497 5.8559 -0.068 -0.098 0.081 0.116
H -0.5398 1.1256 6.2199 0.330 0.685 0.113 0.125
H 1.5249 0.3264 4.0369 0.454 0.455 0.500 0.137
H 0.9333 2.6586 3.0285 -0.522 -0.358 -0.217 0.055
H 1.6802 2.8057 4.5226 -0.075 -0.114 0.264 0.080
H -0.0334 2.9971 4.5018 -0.341 -0.278 -0.213 0.073
H -0.5821 0.7059 2.6717 0.340 0.213 0.320 0.038
H -1.3213 0.5525 4.0876 0.091 -0.054 -0.277 0.040